DFT (wB97M-V/def2-TZVPD) results for a structure of composition C44H56CaN3PSSi2 at a distorted geometry.

The energy above the lowest of the compared OMol25 structures with the same formula, charge and spin comes out at 25.2 kcal per mole. The spin multiplicity is 1. As for the net charge: -2. The calculated total energy comes out at -105328.677 eV. The value obtained for the LUMO energy is 3.8 eV. The value obtained for the gap between HOMO and LUMO is 0.154 Ha.

Last column: Löwdin charge in e.
Geometry (Å):
Ca  -0.25229  0.37256  0.23372  0.708
C  -0.04146  -1.25962  4.74748  -0.307
Si  -0.66785  0.09150  3.48822  0.526
C  -0.25444  1.68258  4.51680  -0.278
C  -2.59350  0.09168  3.75965  -0.337
C  -3.07405  0.01002  5.07327  -0.146
C  -4.42604  0.06472  5.37896  -0.136
C  -5.34443  0.21207  4.34722  -0.136
C  -4.88641  0.29011  3.04013  -0.140
C  -3.52520  0.22834  2.71379  -0.334
Si  -3.03198  0.15920  0.83677  0.454
C  -4.27631  1.37704  -0.01645  -0.294
C  -3.89606  -1.54805  0.49038  -0.285
H  -0.41496  -1.11392  5.77077  -0.012
H  1.05278  -1.24230  4.79551  -0.015
H  -0.33982  -2.26122  4.42044  -0.008
H  -0.78249  1.70062  5.47933  0.000
H  -0.54280  2.58254  3.96463  0.011
H  0.81699  1.75668  4.72308  -0.014
H  -2.36683  -0.09449  5.89291  0.072
H  -4.76108  -0.00173  6.41058  0.078
H  -6.40853  0.26000  4.56144  0.079
H  -5.62248  0.39382  2.24697  0.073
H  -5.32585  1.19903  0.25245  -0.011
H  -4.19503  1.28329  -1.10442  -0.008
H  -4.03708  2.41359  0.23922  0.001
H  -4.98548  -1.48759  0.60804  0.004
H  -3.52818  -2.29272  1.20453  0.001
H  -3.68445  -1.93235  -0.51047  -0.031
C  4.00978  1.38454  -2.17634  -0.129
C  4.24767  0.44985  -0.99118  -0.544
C  4.81109  1.24742  0.18413  -0.118
P  2.62986  -0.40044  -0.56426  1.061
C  3.23666  -1.44998  0.88788  -0.541
C  2.14854  -2.43562  1.30053  -0.141
C  4.57804  -2.18298  0.81934  -0.129
C  2.42674  -1.50433  -1.99447  -0.316
C  3.34274  -2.50314  -2.32104  -0.083
C  3.20710  -3.33943  -3.41913  -0.331
C  4.21725  -4.41510  -3.74116  -0.086
C  2.09605  -3.12634  -4.24560  -0.090
C  1.19129  -2.12586  -3.99022  -0.032
C  1.29229  -1.26316  -2.84650  -0.356
N  0.40093  -0.29611  -2.60477  0.024
C  -0.43581  0.13519  -3.63411  -0.247
C  0.06341  1.02729  -4.61010  -0.201
C  1.49500  1.46920  -4.51703  -0.049
C  -0.75841  1.50410  -5.61967  -0.035
C  -2.09370  1.13311  -5.71418  -0.299
C  -2.98515  1.68563  -6.79755  -0.078
C  -2.58153  0.25003  -4.76234  -0.031
C  -1.78578  -0.25408  -3.74013  -0.206
C  -2.34913  -1.26197  -2.78474  -0.069
H  4.93962  1.88787  -2.46173  0.073
H  3.27479  2.14753  -1.90588  0.064
H  3.63798  0.83093  -3.03844  0.047
H  4.95688  -0.32720  -1.29577  0.088
H  4.10655  2.02895  0.47570  0.060
H  5.74820  1.73142  -0.10940  0.074
H  5.00937  0.62973  1.06123  0.059
H  3.30906  -0.69262  1.67482  0.062
H  1.97121  -3.15050  0.49431  0.053
H  1.21390  -1.91895  1.52650  0.020
H  2.44224  -2.99212  2.19563  0.078
H  4.48708  -3.10476  0.24356  0.058
H  4.88059  -2.46821  1.83220  0.073
H  5.37584  -1.57561  0.38836  0.055
H  4.22485  -2.62752  -1.70441  0.081
H  4.84996  -4.62840  -2.87727  0.063
H  4.87214  -4.12577  -4.57077  0.064
H  3.71720  -5.34380  -4.03211  0.059
H  1.95552  -3.76900  -5.11227  0.099
H  0.34856  -1.97986  -4.65694  0.104
H  1.68354  1.86705  -3.51902  0.063
H  1.71991  2.23642  -5.26051  0.071
H  2.17437  0.62555  -4.66699  0.071
H  -0.34628  2.19697  -6.34991  0.104
H  -2.44657  1.77660  -7.74346  0.064
H  -3.35687  2.67967  -6.53119  0.071
H  -3.85020  1.03967  -6.95645  0.063
H  -3.62039  -0.06596  -4.81840  0.106
H  -3.43796  -1.27813  -2.83641  0.072
H  -2.04355  -1.04232  -1.76556  -0.004
H  -1.97323  -2.26377  -3.01729  0.079
S  0.58029  3.29757  -0.09567  0.419
C  1.65772  3.07589  1.21555  -0.873
C  2.39926  4.16813  1.73848  -0.142
C  3.25122  3.97636  2.79747  -0.113
C  3.36874  2.70127  3.35886  -0.112
C  2.61302  1.69208  2.79780  -0.234
N  1.80100  1.84831  1.75617  -0.030
H  2.26749  5.13818  1.27931  0.079
H  3.82045  4.80410  3.20806  0.089
H  4.01447  2.51413  4.20678  0.084
H  2.64763  0.68675  3.21287  0.095
N  -0.78225  -2.55285  -0.25634  0.245
C  -0.57841  -3.67910  -0.28750  -0.134
C  -0.32607  -5.07327  -0.32448  -0.204
C  -0.94400  -5.91057  0.61322  -0.021
C  -0.66791  -7.26212  0.62124  -0.088
C  0.22354  -7.80415  -0.29843  -0.090
C  0.83135  -6.97486  -1.23437  -0.080
C  0.56435  -5.62058  -1.25423  -0.009
H  -1.63113  -5.47373  1.32616  0.123
H  -1.14645  -7.90300  1.35077  0.100
H  0.44662  -8.86279  -0.28084  0.096
H  1.52366  -7.39539  -1.95274  0.102
H  1.04171  -4.96483  -1.97435  0.115

---

DFT (wB97M-V/def2-TZVPD) results for a structure of composition C37H67B3O14 at a distorted geometry.

The spin multiplicity is 1. As for the net charge: 0. The calculated total energy comes out at -70156.054 eV. The value obtained for the LUMO energy is 0.5 eV. The value obtained for the gap between HOMO and LUMO is 0.342 Ha.

Last column: Löwdin charge in e.
Geometry (Å):
C  4.78279  -4.53419  3.09587  -0.103
O  3.39778  -4.30746  2.93164  -0.177
C  2.99571  -2.93681  2.99678  -0.075
B  2.18404  -2.56686  1.69126  -0.477
O  1.02931  -3.20467  1.30190  0.314
B  0.60320  -2.56186  0.13996  -0.497
C  -0.74448  -1.79429  0.04463  -0.027
C  -1.58166  -1.88923  1.33246  -0.174
C  -1.42462  -0.66745  2.20710  -0.254
O  -0.12299  -0.66852  2.80503  -0.053
O  1.52554  -2.59279  -0.92748  0.313
B  2.65931  -1.97970  -0.46754  -0.524
C  3.94875  -1.79743  -1.35607  0.046
C  4.56522  -0.43202  -1.24251  -0.377
O  4.62804  0.28949  -2.20226  0.117
C  5.12648  0.03516  0.05941  -0.166
C  4.53192  1.14055  0.66908  -0.010
C  5.02107  1.65052  1.86639  -0.064
C  6.12970  1.05769  2.47092  -0.076
C  6.71711  -0.04907  1.86489  -0.084
C  6.22159  -0.56651  0.67127  -0.031
O  2.63444  -1.52583  0.85600  0.286
H  5.31925  -3.65662  3.45236  0.085
H  5.22626  -4.87059  2.15748  0.083
H  4.91641  -5.31372  3.84549  0.079
H  2.35139  -2.75982  3.85462  0.090
H  3.82880  -2.23924  3.07754  0.119
H  -0.46913  -0.74182  -0.08281  0.131
H  -1.31532  -2.04273  -0.84581  0.091
H  -2.63890  -1.96556  1.08019  0.111
H  -1.32026  -2.74601  1.94966  0.116
H  -2.18532  -0.71338  2.99023  0.116
H  -1.55595  0.25217  1.63225  0.118
H  -0.17048  -0.18557  3.63173  0.083
H  3.66084  -1.93439  -2.39492  0.122
H  4.68119  -2.56886  -1.10924  0.132
H  3.68377  1.62446  0.20650  0.125
H  4.55408  2.52672  2.29727  0.066
H  6.53357  1.45691  3.38810  0.102
H  7.58795  -0.51071  2.30698  0.099
H  6.70235  -1.42269  0.21984  0.112
C  -2.82921  -4.47287  -3.16586  -0.018
C  -3.81027  -3.70539  -2.31099  -0.498
O  -3.44664  -2.78576  -1.61152  0.058
C  -5.25026  -4.13649  -2.37478  -0.026
H  -1.82969  -4.06428  -3.03054  0.079
H  -2.82581  -5.52481  -2.87695  0.085
H  -3.10786  -4.39187  -4.21779  0.083
H  -5.34360  -5.17549  -2.05168  0.086
H  -5.62201  -4.03372  -3.39404  0.067
H  -5.84812  -3.50605  -1.72165  0.085
C  0.91020  -2.75783  6.60275  -0.008
C  2.37593  -2.93148  6.92823  -0.491
O  3.22824  -2.78064  6.08449  0.070
C  2.72555  -3.30969  8.34637  -0.017
H  0.80246  -2.48736  5.55375  0.067
H  0.37325  -3.69107  6.78303  0.083
H  0.47997  -1.96567  7.21763  0.086
H  2.26478  -4.26598  8.60220  0.083
H  2.37446  -2.54143  9.03721  0.084
H  3.80549  -3.40060  8.43792  0.081
C  3.41463  6.65871  2.76210  -0.021
C  3.38052  5.20820  3.17452  -0.486
O  3.61183  4.32102  2.38539  0.055
C  3.04622  4.91299  4.61602  -0.018
H  3.66649  6.72906  1.70661  0.082
H  2.43842  7.11708  2.92725  0.085
H  4.16554  7.19479  3.34439  0.086
H  2.05496  5.30032  4.85636  0.085
H  3.78214  5.37883  5.27299  0.087
H  3.05620  3.83743  4.77781  0.082
C  10.66171  3.43849  0.28861  -0.028
C  9.34256  3.51882  1.02123  -0.507
O  9.28949  3.48464  2.22874  0.061
C  8.10046  3.64298  0.17436  -0.019
H  11.47171  3.35197  1.00931  0.079
H  10.67239  2.56604  -0.36641  0.084
H  10.81208  4.33782  -0.31057  0.082
H  8.00843  2.77695  -0.48327  0.088
H  8.14823  4.55386  -0.42507  0.084
H  7.22705  3.68807  0.82125  0.073
C  -7.33209  0.00341  -5.28132  -0.028
C  -6.42735  -1.12719  -4.87371  -0.487
O  -6.84548  -2.13025  -4.33756  0.055
C  -4.95455  -0.95524  -5.16802  -0.011
H  -8.35757  -0.24333  -5.01347  0.086
H  -7.04064  0.92031  -4.76767  0.090
H  -7.27293  0.16112  -6.35139  0.057
H  -4.56990  -0.07716  -4.64763  0.088
H  -4.80089  -0.83266  -6.24134  0.085
H  -4.40839  -1.83334  -4.82874  0.066
C  -8.01755  4.15391  -8.40216  -0.028
C  -7.12016  3.01424  -8.00158  -0.482
O  -7.55161  2.01551  -7.46761  0.050
C  -5.64600  3.17014  -8.29302  -0.019
H  -9.04464  3.91928  -8.13722  0.083
H  -7.72299  5.06289  -7.88549  0.062
H  -7.95403  4.31271  -9.48050  0.090
H  -5.25261  4.04307  -7.77029  0.085
H  -5.48851  3.29398  -9.36531  0.085
H  -5.11185  2.28409  -7.95607  0.076
C  -9.71772  8.90555  -7.19415  -0.021
C  -9.63539  7.56543  -6.50525  -0.489
O  -9.24297  6.57866  -7.08503  0.059
C  -10.06549  7.51210  -5.06004  -0.021
H  -9.38160  8.80529  -8.22348  0.081
H  -10.74747  9.26565  -7.18922  0.086
H  -9.08305  9.62932  -6.68073  0.085
H  -11.10929  7.81603  -4.96928  0.086
H  -9.44487  8.17965  -4.46045  0.086
H  -9.95785  6.49626  -4.68721  0.082
C  2.22725  -7.29159  5.73724  -0.017
C  0.84974  -7.14555  6.33478  -0.509
O  0.69199  -6.97936  7.52346  0.053
C  -0.32295  -7.21112  5.38678  -0.022
H  2.97011  -7.22497  6.52918  0.081
H  2.32188  -8.25990  5.24345  0.086
H  2.40829  -6.49405  5.01243  0.080
H  -0.33989  -8.17550  4.87719  0.085
H  -0.25074  -6.41233  4.64653  0.085
H  -1.24693  -7.09193  5.94833  0.080

---

DFT (wB97M-V/def2-TZVPD) results for a structure of composition C3H7NO2 at a distorted geometry.

The energy above the lowest of the compared OMol25 structures with the same formula, charge and spin comes out at 150.6 kcal per mole. The spin multiplicity is 1. As for the net charge: 0. The calculated total energy comes out at -8803.999 eV. The value obtained for the LUMO energy is -2.6 eV. The value obtained for the gap between HOMO and LUMO is 0.227 Ha.

Last column: natural (NBO) charge in e.
Geometry (Å):
O  -0.94788  -0.73530  -1.16100  -0.417
C  0.00408  -0.30668  -0.57462  0.372
C  -0.04284  0.42599  0.63832  -0.349
C  -1.40199  0.65591  1.23113  -0.094
O  -2.33039  1.24007  0.34259  -0.702
N  2.42058  -0.95615  -1.05854  -0.897
H  1.15463  -0.62736  -0.77307  0.272
H  0.81926  0.46111  1.28277  0.232
H  -1.29069  1.41090  2.01947  0.202
H  -1.74217  -0.26810  1.71913  0.175
H  -2.08709  1.01835  -0.56077  0.477
H  3.20461  -0.49074  -1.52120  0.375
H  2.23989  -1.82798  -1.58419  0.353

---

DFT (wB97M-V/def2-TZVPD) results for a cluster of 10 separate species, C19H43Br12N3O7 in total at a distorted geometry.

The spin multiplicity is 1. As for the net charge: 0. Its structure (SMILES) is C[N+](=O)[O-].C[N+](=O)[O-].C[N+](=O)[O-].BrCCBr.BrCCBr.BrCCBr.BrCCBr.BrCCBr.BrCCBr.CCOCC. The calculated total energy comes out at -879705.742 eV. The value obtained for the LUMO energy is -0.1 eV. The value obtained for the gap between HOMO and LUMO is 0.348 Ha.

Last column: Löwdin charge in e.
Geometry (Å):
C  3.04557  3.46018  -1.98562  0.032
N  2.22101  2.39292  -2.59667  -0.427
O  2.03581  2.43198  -3.82550  0.051
O  1.76107  1.53395  -1.83460  -0.005
H  4.08499  3.16360  -2.15945  0.066
H  2.89483  3.47088  -0.91802  0.089
H  2.86586  4.40026  -2.48144  0.099
C  4.36061  -1.29116  4.83047  0.045
N  3.10275  -0.53695  4.47507  -0.443
O  3.06613  0.65386  4.67233  0.041
O  2.20387  -1.16951  3.96836  -0.002
H  4.04517  -2.17459  5.38654  0.096
H  4.93019  -0.66349  5.49785  0.091
H  4.86760  -1.53382  3.91393  0.080
C  7.08764  1.09273  0.57141  -0.004
N  7.26061  2.22446  -0.33497  -0.488
O  6.27647  2.82597  -0.61106  0.035
O  8.36812  2.51983  -0.67114  0.093
H  6.76079  1.53178  1.50830  0.096
H  8.04065  0.60155  0.67820  0.098
H  6.31894  0.45218  0.17584  0.006
Br  -0.43910  1.18813  6.77991  0.644
C  -0.78155  1.53932  4.90019  -0.738
C  -0.06354  2.76093  4.50750  -0.685
Br  -0.71201  3.29919  2.75502  0.693
H  -1.84981  1.66329  4.80731  0.000
H  -0.45087  0.67727  4.33708  0.044
H  0.99279  2.56590  4.41968  0.048
H  -0.27278  3.56268  5.19794  0.050
Br  -4.89424  2.99974  -0.71814  0.680
C  -3.75091  2.16648  0.61513  -0.715
C  -4.46581  2.20977  1.90076  -0.709
Br  -4.05838  0.66526  3.03030  0.622
H  -2.85546  2.77888  0.60147  0.024
H  -3.42881  1.16755  0.35492  0.011
H  -5.52171  2.10650  1.69660  0.002
H  -4.29670  3.08787  2.50491  0.058
Br  3.12389  -3.97924  2.53875  0.661
C  1.40967  -4.79826  2.23445  -0.687
C  0.56640  -4.24307  1.11744  -0.670
Br  1.52890  -3.88544  -0.52682  0.628
H  0.84177  -4.73803  3.15904  0.065
H  1.59143  -5.85827  2.06420  0.057
H  0.18467  -3.26801  1.38458  -0.019
H  -0.19039  -4.96838  0.87116  0.059
Br  -6.36701  -0.24574  -0.16860  0.722
C  -5.64276  -2.03237  -0.21817  -0.692
C  -4.49185  -2.02401  -1.13653  -0.751
Br  -3.73782  -3.79795  -1.23750  0.664
H  -6.41234  -2.71266  -0.58059  0.061
H  -5.43449  -2.32662  0.80312  0.057
H  -3.72070  -1.34705  -0.79042  0.037
H  -4.79620  -1.71358  -2.13125  0.044
Br  -0.69946  -0.64946  0.92885  0.693
C  0.91747  0.32278  1.37576  -0.721
C  2.10561  -0.28160  0.72468  -0.697
Br  3.65354  0.74988  1.23462  0.741
H  1.02240  0.26591  2.45401  0.013
H  0.78402  1.35280  1.07520  0.013
H  1.98953  -0.32049  -0.35284  0.023
H  2.27753  -1.28567  1.08688  0.005
Br  4.77359  0.25373  -2.32969  0.739
C  4.29021  -1.25164  -3.46851  -0.651
C  2.79341  -1.41145  -3.36469  -0.724
Br  2.27799  -2.92530  -4.45319  0.642
H  4.84539  -2.08812  -3.06892  0.052
H  4.63069  -1.02966  -4.47072  0.057
H  2.26604  -0.53191  -3.70490  0.043
H  2.48434  -1.65790  -2.35658  0.001
C  -2.24835  -0.45896  -3.36405  -0.057
C  -3.39674  0.47950  -3.17650  -0.301
O  -4.50363  -0.08559  -3.84631  -0.176
C  -5.60328  0.73872  -3.79278  -0.344
C  -6.79212  -0.05256  -4.28538  -0.063
H  -1.91662  -0.47171  -4.39164  0.081
H  -1.40801  -0.13672  -2.73552  0.075
H  -2.49345  -1.44984  -2.96923  0.056
H  -3.65690  0.63582  -2.11603  0.074
H  -3.18675  1.47171  -3.61389  0.129
H  -5.75226  1.04546  -2.74139  0.034
H  -5.40992  1.66647  -4.35116  0.125
H  -7.02400  -0.86475  -3.59890  0.065
H  -6.55747  -0.50232  -5.25633  0.082
H  -7.66574  0.58622  -4.40406  0.076

---

The lowest gap between HOMO and LUMO belongs to which entry? C44H56CaN3PSSi2